Record 1
Computed, not measured: a cluster of 10 separate species, C41H77NO20 in total in a non-equilibrium geometry, with ωB97M-V with the def2-TZVPD basis set.

Values from the calculation:
* HOMO level: -9.36 eV
* SMILES: CCOC(=O)OC.CCOC(=O)OC.CCOC(C)=O.CCOC(C)=O.CCOC(C)=O.CCOC(C)=O.CCOC(C)=O.CCOC(C)=O.CCOC(C)=O.c1ccncc1
* energy: -86206.737 eV
* lowest unoccupied orbital energy: 0.61 eV

Positions of all 139 atoms, in Å:
O: -3.229 1.270 0.612
O: -3.358 -1.294 -2.473
O: 2.086 1.569 -0.303
O: -2.405 -0.360 -4.261
O: -1.074 4.775 2.870
O: -0.149 3.186 4.140
O: 5.334 -0.985 4.744
O: -1.853 -5.551 3.355
O: -1.668 3.386 -5.965
O: -0.367 -5.894 -0.446
O: -2.243 -3.621 2.223
O: -3.840 -5.093 2.785
O: -2.485 -5.059 -0.664
O: 4.459 3.310 -4.176
O: -2.945 0.451 2.678
O: 0.173 2.774 -0.305
O: 5.073 1.070 5.510
O: 2.458 2.398 -4.119
O: 0.371 1.046 1.028
O: -0.284 4.992 -6.668
N: 2.488 -3.778 2.342
C: -0.598 -5.099 3.815
C: 4.222 1.353 4.371
C: -0.704 -4.140 5.036
C: 3.944 -3.094 0.030
C: 0.978 1.737 0.098
C: -3.535 -0.912 -5.026
C: -2.470 -0.638 -2.898
C: 2.920 -4.021 -0.041
C: 3.524 -2.919 2.403
C: -3.299 0.294 1.511
C: 4.897 2.184 -3.414
C: -0.662 2.453 -5.659
C: 0.146 1.992 -6.877
C: 5.344 1.071 -4.310
C: 6.633 -0.362 6.637
C: -0.104 -0.499 2.638
C: 4.264 -2.499 1.273
C: 2.718 4.673 -4.999
C: -2.968 3.515 0.030
C: 3.153 3.378 -4.388
C: -2.611 -4.629 2.794
C: 2.254 -4.340 1.103
C: -2.234 -7.079 0.552
C: -4.017 -0.958 1.041
C: -1.315 1.800 5.739
C: -1.392 4.508 -6.672
C: 0.613 3.690 -1.293
C: -1.564 -4.223 -2.793
C: -1.599 -5.966 -0.258
C: 5.590 -0.147 5.580
C: 0.943 -0.111 1.673
C: -2.589 5.147 -7.242
C: 1.357 4.533 2.934
C: -4.937 -4.338 2.338
C: -2.895 2.562 1.145
C: -0.084 4.176 3.256
C: -1.432 2.973 4.728
C: 2.832 1.616 4.796
C: -4.704 0.094 -4.938
C: -1.304 -0.014 -2.192
C: -1.910 -3.910 -1.330
H: 0.695 3.240 -2.279
H: 2.871 5.540 -4.315
H: -3.252 5.516 -6.436
H: -0.844 -0.777 -1.561
H: 1.397 5.602 2.627
H: 2.386 2.011 3.926
H: 3.160 4.783 -5.993
H: 0.260 -3.655 5.193
H: -2.400 -4.759 -3.246
H: -1.771 -7.113 1.518
H: 1.371 -4.981 1.063
H: -2.216 6.008 -7.768
H: -4.305 1.106 -5.103
H: -3.159 4.444 -7.868
H: -1.636 3.919 5.245
H: -0.573 0.386 -2.883
H: 1.182 -0.853 0.887
H: 4.473 0.670 -4.840
H: -0.737 0.953 5.457
H: -0.965 -4.708 5.900
H: 0.271 -1.253 3.271
H: 5.686 2.510 -2.742
H: -1.388 -3.302 -3.323
H: -0.669 -4.885 -2.969
H: 4.506 -2.833 -0.861
H: -3.826 -1.879 -4.596
H: -2.337 1.463 5.931
H: -4.700 -3.946 1.356
H: 2.372 0.747 5.193
H: 4.754 2.197 3.887
H: -3.924 3.533 -0.455
H: 1.898 0.170 2.108
H: -1.667 0.761 -1.512
H: 5.729 0.337 -3.626
H: -1.858 2.529 1.489
H: -2.739 -3.190 -1.221
H: -2.219 2.722 4.026
H: 2.052 4.253 3.735
H: 1.617 4.630 -5.189
H: -0.579 1.563 -7.562
H: 0.650 2.859 -7.315
H: -3.312 -7.022 0.690
H: -0.976 -0.876 2.115
H: 4.108 1.865 -2.804
H: -2.209 3.247 -0.736
H: 7.528 0.132 6.262
H: -4.971 -3.407 2.918
H: -5.860 -4.948 2.321
H: -4.034 -1.207 0.016
H: -1.141 1.569 -5.154
H: 2.819 2.339 5.581
H: -1.952 -7.995 0.088
H: -0.067 4.565 -1.284
H: -0.327 0.419 3.139
H: 1.773 4.019 2.079
H: -0.064 -4.583 3.029
H: 0.834 1.224 -6.601
H: 3.646 -2.382 3.350
H: -3.120 -1.022 -6.069
H: -3.427 2.760 2.079
H: 5.984 1.504 -5.053
H: -3.581 -1.716 1.701
H: -2.743 4.567 0.361
H: -5.175 0.177 -3.934
H: 6.347 0.066 7.573
H: 2.602 -4.454 -0.980
H: -0.083 -6.065 3.961
H: 1.613 3.988 -1.094
H: 5.022 -1.741 1.305
H: 6.843 -1.489 6.622
H: -1.452 -3.341 4.937
H: -5.007 -0.662 1.306
H: 0.052 2.813 -4.924
H: 4.231 0.484 3.752
H: -1.048 -3.530 -0.821
H: -5.473 -0.226 -5.654
H: -0.886 2.164 6.675

---

Record 2
Computed, not measured: a structure of composition H18O9Xe, with ωB97M-V with the def2-TZVPD basis set.

Values from the calculation:
* HOMO level: -10.87 eV
* energy: -27682.142 eV
* lowest unoccupied orbital energy: -0.11 eV

Positions of all 28 atoms, in Å:
Xe: 2.781 -5.612 -6.034
O: 6.171 -7.577 -7.441
O: 5.928 -7.334 -4.511
O: 0.944 -8.671 -4.378
O: 5.510 -5.211 -2.744
O: 3.412 -8.121 -3.452
O: 4.689 -5.301 -8.718
O: 5.610 -3.798 -6.433
O: 2.458 -3.499 -2.321
O: 0.009 -4.536 -8.905
H: 2.438 -4.428 -2.092
H: 5.641 -5.913 -3.381
H: 3.728 -8.845 -2.910
H: 3.924 -4.783 -8.967
H: 5.854 -6.806 -7.911
H: -0.174 -5.409 -8.559
H: 5.000 -4.897 -7.908
H: 1.742 -3.390 -2.946
H: 5.775 -2.878 -6.637
H: 5.061 -7.724 -4.400
H: 0.367 -8.215 -3.765
H: -0.850 -4.189 -9.147
H: 1.824 -8.373 -4.148
H: 3.422 -7.363 -2.868
H: 4.569 -5.035 -2.771
H: 6.481 -4.187 -6.356
H: 5.440 -8.195 -7.472
H: 6.142 -7.480 -5.432

---

Record 3
Computed, not measured: a structure of composition C40H47BrCl2HfN7O5S in a non-equilibrium geometry, with ωB97M-V with the def2-TZVPD basis set.

Values from the calculation:
* net charge: +1
* HOMO level: -8.49 eV
* energy: -170102.169 eV
* lowest unoccupied orbital energy: -4.05 eV

Positions of all 104 atoms, in Å:
Hf: 0.414 -0.103 -0.062
Br: -1.200 3.071 -6.990
Cl: 1.798 1.644 2.943
Cl: 4.924 1.900 1.064
S: -1.434 1.874 -0.127
O: 0.674 1.575 2.014
O: 2.911 0.683 2.322
O: 2.327 2.943 3.040
O: 1.444 1.071 4.187
O: 1.425 1.503 -0.749
N: 4.662 -2.325 3.790
N: -0.878 -0.478 -2.069
N: -3.904 1.288 0.494
N: -2.338 1.139 2.242
N: 0.754 -1.143 1.721
N: -1.499 -1.508 0.348
N: 2.254 -2.257 3.248
C: 3.266 4.783 0.250
C: -2.671 1.379 0.975
C: -2.509 -1.277 5.171
C: -1.999 0.179 -4.150
C: 2.837 3.339 -0.048
C: -2.120 -3.376 1.710
C: -1.761 -2.051 1.539
C: -2.225 -4.185 0.593
C: 5.327 3.189 1.722
C: -1.648 -2.291 -0.748
C: 4.974 0.618 0.213
C: 6.239 5.290 2.838
C: 3.539 -2.268 3.528
C: 5.241 -0.796 0.551
C: -1.598 -0.065 4.986
C: 1.796 -1.600 -1.158
C: -5.135 0.762 1.093
C: 0.068 1.227 -3.514
C: 1.565 -1.651 2.425
C: -4.976 -0.795 -1.615
C: -1.444 -1.623 -2.030
C: 3.768 -0.086 -1.710
C: 2.385 5.829 -0.386
C: -2.365 1.226 4.686
C: 4.296 5.187 1.046
C: -2.082 1.005 -5.255
C: -2.015 -3.624 -0.656
C: 1.688 2.842 -0.544
C: 4.297 1.282 2.302
C: -0.927 0.287 -3.264
C: -6.248 -0.575 -0.795
C: 3.171 -1.114 -0.848
C: 4.765 0.662 -1.254
C: -1.083 1.938 -5.489
C: -3.210 1.183 3.422
C: -6.242 0.706 0.041
C: -0.005 2.049 -4.624
C: 3.794 2.514 0.404
C: 5.387 4.488 1.907
C: 3.942 -1.510 0.204
H: -2.304 -3.757 2.704
H: 0.906 1.304 -2.835
H: 2.252 5.628 -1.450
H: 5.647 5.654 3.679
H: -5.449 1.402 1.915
H: -2.481 -5.231 0.691
H: -6.154 1.579 -0.615
H: 6.074 -1.164 -0.061
H: 0.771 2.776 -4.818
H: -1.036 0.096 5.907
H: -3.037 1.438 5.521
H: 4.382 6.266 1.137
H: -2.118 -4.211 -1.559
H: -3.965 1.550 -0.478
H: -0.857 -0.260 4.204
H: -3.833 2.078 3.382
H: -1.800 -2.125 -2.927
H: 2.825 6.816 -0.269
H: 3.660 -2.349 0.829
H: -3.291 -1.063 5.901
H: -2.921 0.927 -5.931
H: -1.359 1.324 2.433
H: 0.907 3.532 -0.848
H: 7.046 4.669 3.221
H: -6.404 -1.432 -0.135
H: -3.864 0.311 3.443
H: 1.645 -2.593 -0.722
H: -4.100 -0.912 -0.973
H: -2.993 -1.577 4.237
H: 1.654 -1.625 -2.242
H: 4.591 1.231 3.339
H: -7.101 -0.530 -1.475
H: 5.501 -0.878 1.611
H: -1.676 -1.393 2.391
H: 5.717 2.322 0.184
H: -4.803 0.044 -2.294
H: -2.802 -0.521 -3.957
H: 3.402 0.022 -2.725
H: 1.398 5.839 0.083
H: -1.660 2.060 4.617
H: 6.664 6.144 2.312
H: -7.201 0.786 0.552
H: 6.019 1.435 1.505
H: 5.218 1.506 -1.766
H: -1.934 -2.129 5.534
H: -4.946 -0.242 1.483
H: -5.075 -1.702 -2.213

---

Record 4
Computed, not measured: a cluster of 7 separate species, C30H69N3O4 in total in a non-equilibrium geometry, with ωB97M-V with the def2-TZVPD basis set.

Values from the calculation:
* HOMO level: -8.50 eV
* SMILES: CCN(CC)CC.CCN(CC)CC.CCN(CC)CC.CC(C)=O.CC(C)=O.CC(C)=O.CC(C)=O
* energy: -44884.816 eV
* lowest unoccupied orbital energy: 0.18 eV

Positions of all 106 atoms, in Å:
O: -0.535 4.375 -0.974
O: -9.131 3.791 -0.756
O: -0.163 -1.348 -2.098
O: -4.391 -3.480 -7.767
N: 4.248 1.358 -6.391
N: -3.608 -5.736 2.750
N: 4.822 1.999 6.903
C: -5.354 -4.975 4.322
C: -4.192 -5.640 0.340
C: -4.355 -2.611 -6.907
C: 1.066 -0.833 -0.011
C: -3.463 -6.367 1.504
C: 5.539 1.357 -4.303
C: 5.640 1.028 6.169
C: -2.574 -6.150 3.660
C: -0.727 5.836 0.831
C: 4.087 2.814 -6.538
C: 4.362 3.036 6.031
C: -8.232 3.100 -0.156
C: 3.218 0.617 -7.104
C: -5.199 -2.610 -5.675
C: -3.564 -1.327 -6.978
C: 5.954 1.477 9.120
C: -0.068 5.332 -0.421
C: -1.492 -1.022 -0.170
C: 1.056 6.173 -1.062
C: -8.303 2.762 1.278
C: 5.601 2.552 8.028
C: 3.421 2.582 4.888
C: -4.981 -6.019 3.327
C: 4.928 3.339 -7.741
C: -6.915 2.996 -0.949
C: -0.197 -1.166 -0.901
C: 4.176 0.996 -4.964
C: 3.484 -0.931 -7.040
C: -1.233 -5.513 3.288
C: 4.709 -0.166 5.819
H: 5.019 3.358 8.474
H: -5.785 -6.110 2.597
H: 3.695 3.735 6.535
H: -6.284 3.884 -0.944
H: -4.775 -6.949 3.855
H: 3.046 3.113 -6.417
H: -0.446 -6.264 3.218
H: 2.977 -1.279 -7.941
H: 2.266 0.964 -6.704
H: -0.209 6.671 1.302
H: 4.067 -0.536 6.619
H: 5.896 2.849 -7.842
H: -5.803 -1.710 -5.790
H: -1.439 -0.258 0.605
H: -2.883 -5.715 4.610
H: -1.262 -4.849 2.424
H: 2.926 3.433 4.421
H: 3.950 2.129 4.050
H: -6.219 2.174 -0.783
H: 4.304 3.260 -8.631
H: 6.650 0.761 8.682
H: 0.923 7.242 -0.897
H: -7.944 3.677 1.748
H: 0.914 0.238 0.125
H: -4.876 -6.392 -0.051
H: 5.612 2.428 -4.112
H: 4.230 -0.092 -4.931
H: 5.709 0.802 -3.381
H: -3.610 -0.720 -6.074
H: -2.515 -1.602 -7.087
H: 4.561 -1.086 -6.983
H: 3.307 1.345 -4.407
H: -3.856 -7.383 1.506
H: -0.768 5.032 1.566
H: 5.297 -1.011 5.460
H: 5.050 4.411 -7.589
H: 6.419 1.126 -4.903
H: -3.658 -5.267 -0.535
H: -3.901 -0.644 -7.757
H: -9.291 2.480 1.645
H: 6.522 0.650 6.685
H: 2.670 1.911 5.305
H: 4.514 3.336 -5.682
H: -4.875 -4.847 0.644
H: -2.221 -0.838 -0.959
H: -1.784 -1.945 0.331
H: 3.040 -1.503 -6.226
H: -2.396 -6.273 1.304
H: -7.581 1.972 1.482
H: 1.981 5.837 -0.593
H: 2.018 -1.040 -0.500
H: -2.537 -7.239 3.703
H: 5.201 3.605 5.630
H: 6.188 1.378 5.294
H: 4.096 0.081 4.952
H: -4.669 -2.582 -4.723
H: 6.275 1.997 10.023
H: 5.037 0.945 9.371
H: 0.917 -1.260 0.981
H: -5.767 -3.528 -5.827
H: 1.109 6.019 -2.140
H: -6.418 -5.096 4.526
H: -7.198 3.054 -2.000
H: -0.906 -4.855 4.093
H: -4.831 -4.896 5.275
H: 6.458 3.127 7.677
H: -5.360 -3.989 3.858
H: 3.297 0.839 -8.168
H: -1.710 6.268 0.645

---

Record 5
Computed, not measured: a structure of composition C20H22MnN4O2S in a non-equilibrium geometry, with ωB97M-V with the def2-TZVPD basis set.

Values from the calculation:
* net charge: +1
* expectation value of S²: 6.048
* HOMO level (alpha / beta): -11.10 / -11.28 eV
* energy: -73304.101 eV
* lowest unoccupied orbital energy (alpha / beta): -3.56 / -3.83 eV
* 2S+1: 5

Positions of all 50 atoms, in Å:
Mn: -0.852 0.129 -0.729
S: -0.192 1.231 1.556
O: -0.584 -1.702 -0.418
O: 0.715 0.332 -1.745
N: -1.591 1.796 -1.539
N: -2.703 -0.016 0.051
N: 2.290 0.985 0.688
N: 1.559 -0.762 1.775
C: 2.390 3.699 -3.395
C: 1.259 0.424 1.295
C: -3.073 1.845 -1.376
C: 0.436 2.609 -2.492
C: 3.290 -0.051 0.407
C: 2.987 -1.059 1.522
C: 2.485 1.437 -2.723
C: -2.301 -2.118 1.239
C: -3.580 1.172 -0.138
C: -0.929 2.677 -2.170
C: -2.731 -3.006 2.304
C: -0.436 -3.636 0.866
C: 1.030 3.711 -3.064
C: -0.866 -4.443 1.900
C: 1.192 1.443 -2.332
C: 3.089 2.519 -3.261
C: 0.875 -1.370 2.852
C: -2.065 -4.191 2.573
C: -3.010 -0.913 0.904
C: -1.096 -2.437 0.528
H: 3.188 -2.086 1.250
H: 0.488 4.645 -3.113
H: -2.417 -4.772 3.407
H: -1.515 3.572 -2.531
H: -0.228 -1.324 2.851
H: 1.152 -2.454 2.907
H: 2.927 4.518 -3.787
H: -3.656 -2.658 2.795
H: -3.407 2.895 -1.339
H: 1.134 -0.953 3.863
H: 3.533 -0.761 2.456
H: 4.326 0.348 0.532
H: -3.480 1.354 -2.246
H: 4.113 2.442 -3.524
H: 0.458 -3.767 0.255
H: -0.263 -5.313 2.167
H: 2.254 1.838 0.178
H: -3.551 1.879 0.769
H: 3.009 0.534 -2.549
H: 3.071 -0.405 -0.578
H: -4.018 -0.760 1.350
H: -4.704 0.921 -0.191

---

Record 6
Computed, not measured: an isolated molecule of C19H22N2S in a non-equilibrium geometry, with ωB97M-V with the def2-TZVPD basis set.

Values from the calculation:
* HOMO level: -7.85 eV
* SMILES: c1cc(Sc2ccc([C@H]3CC[C@H]4CCCCN43)cc2)ccn1
* energy: -33873.113 eV
* lowest unoccupied orbital energy: 0.73 eV

Positions of all 44 atoms, in Å:
S: -3.861 -0.694 1.482
N: -5.775 -2.999 -2.007
N: 2.604 0.675 0.563
C: 2.333 3.398 0.422
C: 2.626 0.395 -1.816
C: -0.017 -1.874 1.052
C: -4.489 -1.580 0.101
C: 3.150 2.840 1.590
C: 2.878 1.303 1.874
C: 2.087 -0.703 0.339
C: 2.336 -0.951 -1.107
C: 0.594 -0.673 0.498
C: -3.884 -1.742 -1.115
C: 2.857 2.845 -0.802
C: -1.540 0.394 0.531
C: -2.177 -0.713 1.057
C: 3.157 1.238 -0.672
C: -6.407 -2.863 -0.770
C: -5.764 -2.169 0.328
C: -1.399 -1.793 1.336
C: -4.534 -2.491 -2.152
C: -0.172 0.453 0.194
H: 2.524 4.560 0.496
H: 2.151 3.179 -1.639
H: 3.818 0.811 2.260
H: 1.234 3.200 0.562
H: 4.211 1.096 -0.639
H: -7.480 -3.087 -0.706
H: 3.411 0.228 -2.581
H: -1.945 -2.753 1.613
H: 2.532 -1.371 1.056
H: 1.479 -1.507 -1.626
H: -6.236 -2.144 1.257
H: -2.863 -1.490 -1.218
H: 0.176 1.387 -0.301
H: 3.093 3.385 2.545
H: -2.094 1.341 0.358
H: 2.059 1.115 2.652
H: -3.919 -2.732 -3.051
H: 3.857 3.260 -1.042
H: 1.617 0.724 -2.343
H: 4.136 2.992 1.255
H: 3.156 -1.687 -1.155
H: 0.483 -2.804 1.322